Entry from the OMol25 dataset: a molecular structure, C71H83ClF8IN5O6PS (ωB97M-V/def2-TZVPD).

Summary:
- charge = +1
- HOMO-LUMO gap (eV) = 6.7
- E_tot (hartree) = -5776.25911
- LUMO (eV) = -3.5

Each line ends with the Löwdin charge.
Atoms and positions in Å:
H: -3.555 -6.008 -3.494  0.12
C: -5.093 -2.746 -4.871  -0.08
C: -1.557 -9.181 3.706  -0.29
C: 7.082 -4.528 2.389  -0.02
O: -1.375 5.772 2.247  0.02
C: -1.407 -11.278 4.831  -0.08
H: 0.390 4.746 1.709  0.09
H: -0.319 12.560 -0.697  0.11
H: -1.411 -3.345 -0.301  0.10
C: 3.005 2.730 -1.178  -0.18
F: 3.675 13.874 0.881  0.06
I: 7.790 3.213 0.887  1.13
H: -0.610 2.465 4.300  0.12
H: -0.930 -0.836 -1.226  0.08
C: 1.828 6.349 3.119  0.01
C: 0.251 11.632 1.153  -0.10
C: -12.334 -9.997 -4.916  -0.10
C: 4.624 1.260 1.093  -0.69
H: 1.163 3.408 -0.323  0.09
H: 1.753 13.928 -0.846  0.12
C: -2.842 11.329 4.224  -0.02
H: -1.226 -11.176 6.966  0.10
H: -1.611 -11.060 2.695  0.12
O: -1.816 0.637 -3.607  0.11
C: 4.548 -5.550 1.871  -0.08
H: 0.533 8.037 3.171  0.11
C: -4.029 -9.246 -5.930  -0.03
C: 3.409 2.235 1.094  -0.27
H: -1.253 2.559 1.623  0.11
C: 1.499 3.074 -1.308  -0.15
C: 0.644 1.851 -1.719  -0.18
H: 7.150 -5.931 4.006  0.11
C: 0.373 -3.209 0.861  -0.28
C: 1.224 11.536 2.138  -0.09
H: 4.097 6.510 -2.356  0.08
H: -0.929 -6.215 2.846  0.08
C: -4.605 -5.086 -5.135  -0.07
H: -0.394 2.007 -1.421  0.12
H: -7.431 -10.809 -6.873  0.09
H: 7.654 3.475 -2.146  -0.09
F: -1.521 9.869 2.922  0.03
H: -2.257 -5.305 0.973  0.11
H: -0.985 4.606 0.638  0.12
C: -1.319 -10.613 6.046  -0.09
H: 3.159 12.223 2.801  0.12
C: 2.551 13.138 0.970  -0.29
H: 2.089 -3.248 2.137  0.10
H: 2.535 1.651 0.816  0.10
C: -1.351 -9.226 6.083  -0.08
H: 3.269 5.011 -2.229  0.06
F: 6.815 -3.040 0.575  0.00
H: 2.250 1.976 4.364  0.12
H: 1.078 -0.345 -3.261  0.10
C: -6.479 -10.368 -6.607  -0.07
C: -11.838 -11.238 -5.290  -0.08
C: 2.243 1.657 3.317  -0.17
N: 0.417 0.287 -3.706  0.05
H: 6.368 -1.082 -0.021  0.00
C: 6.009 2.846 -0.356  -0.89
H: 3.787 3.229 3.032  0.11
H: 8.084 -0.567 -1.483  0.00
C: -3.993 -5.101 -3.890  -0.01
C: -0.700 4.617 1.691  -0.17
H: 2.398 6.440 2.190  0.06
H: -6.559 -8.860 -8.144  0.12
F: 0.827 -2.145 0.152  0.02
H: -12.309 -7.886 -5.297  0.11
H: 3.564 -5.952 1.665  0.11
C: -0.903 -0.019 -3.237  -0.54
H: -4.443 -1.862 -3.017  0.11
C: 1.136 -3.705 1.899  -0.03
C: 4.881 5.289 -0.721  -0.28
O: -1.110 5.928 4.412  0.15
C: -0.841 -3.764 0.519  -0.01
C: -3.692 11.516 5.305  -0.08
H: -3.764 8.345 6.499  0.11
H: -2.057 3.479 2.868  0.12
F: -4.302 -7.685 -7.672  0.05
H: -1.287 -8.707 7.030  0.11
N: 8.091 0.287 -0.928  -0.27
H: 4.854 5.065 -2.931  0.07
F: -3.352 -3.951 -1.931  0.04
C: 0.659 -4.791 2.620  -0.08
H: 7.430 0.213 1.463  0.01
N: 5.321 0.190 3.151  -0.05
C: -10.527 -10.191 -6.987  -0.29
H: 4.466 4.760 1.723  0.11
C: 5.301 -6.053 2.924  -0.08
C: 4.835 3.906 -0.002  -0.48
H: -4.094 12.499 5.510  0.11
C: -0.561 -5.367 2.288  -0.08
C: 0.772 1.635 2.870  -0.18
O: 5.285 1.380 2.352  -0.17
C: 6.261 5.985 -0.724  -0.25
H: 4.286 5.940 -0.068  0.14
C: 2.386 12.290 2.047  -0.02
C: 1.593 13.250 -0.018  -0.02
C: -2.670 8.988 4.774  -0.01
H: -2.001 -1.622 -2.388  0.06
H: -4.683 10.593 6.969  0.10
C: -11.920 -8.853 -5.585  -0.08
H: -10.541 -12.299 -6.647  0.12
H: 8.068 -4.121 2.570  0.12
H: 4.483 -4.119 0.258  0.12
H: -0.650 11.042 1.224  0.08
Cl: 3.921 -0.418 1.035  0.79
H: 1.036 0.992 -1.156  0.10
H: 0.252 0.719 3.158  0.12
H: 1.820 1.847 -3.501  0.12
H: -12.157 -12.130 -4.767  0.11
H: 5.398 7.938 -0.397  0.08
C: -4.490 -2.759 -3.622  -0.03
H: 2.243 3.501 2.272  0.10
C: -3.946 -3.938 -3.148  -0.29
H: -1.486 -7.419 4.914  0.11
C: 2.986 2.728 2.492  -0.13
H: 0.681 1.713 1.779  0.09
H: -2.565 12.152 3.578  0.12
H: 4.901 -6.847 3.542  0.11
F: -1.673 -8.479 2.559  0.05
H: 2.715 0.674 3.294  0.08
H: -10.666 -8.067 -7.153  0.12
C: 6.146 7.495 -1.062  -0.08
H: -13.044 -9.920 -4.103  0.10
N: 3.521 3.304 0.091  0.00
H: 3.564 3.043 -2.061  0.09
S: 6.448 2.872 -2.130  0.81
H: -3.073 -8.798 -5.687  0.12
H: -0.198 -1.861 -2.475  0.08
H: 2.250 5.756 3.929  0.07
H: 3.086 1.629 -1.229  0.11
C: -10.932 -11.339 -6.336  -0.02
H: -3.949 -10.727 -4.384  0.10
C: 4.256 5.462 -2.109  -0.07
H: 0.153 2.389 -3.738  0.13
C: -4.521 -10.325 -5.211  -0.09
C: -1.532 -10.559 3.651  -0.02
C: -0.684 6.195 3.338  -0.52
C: 0.775 1.645 -3.245  -0.19
C: 6.316 -4.038 1.353  -0.28
P: 6.964 0.182 0.139  0.70
C: -4.776 -8.739 -6.975  -0.30
N: 5.588 1.414 -0.039  -0.22
C: -2.348 10.065 3.977  -0.27
H: -1.379 -12.359 4.801  0.11
H: -5.625 -3.899 -6.600  0.11
C: -5.744 -10.887 -5.549  -0.09
H: 5.081 1.079 -0.873  0.11
H: 6.678 5.978 0.281  0.08
H: -4.655 -5.993 -5.722  0.09
C: -0.044 2.830 3.444  -0.17
H: 1.337 3.893 -2.013  0.12
F: -9.642 -10.286 -7.999  0.05
H: -6.125 -11.732 -4.990  0.10
O: 5.987 0.372 4.073  0.15
C: 5.057 -4.530 1.080  -0.03
O: 5.206 4.270 1.333  -0.15
C: 6.565 -5.541 3.184  -0.07
H: 5.820 7.654 -2.087  0.07
H: 7.100 7.972 -0.849  0.08
C: -1.466 -8.502 4.905  -0.02
C: -5.152 -3.909 -5.626  -0.08
C: -5.996 -9.283 -7.322  -0.01
C: 0.437 12.487 0.074  -0.08
C: -1.309 -4.855 1.235  -0.05
H: 6.955 5.569 -1.453  0.08
H: -2.254 8.018 4.540  0.09
C: -4.023 10.443 6.124  -0.09
H: 0.614 3.652 3.730  0.09
C: -3.510 9.180 5.860  -0.07
H: 1.077 10.873 2.982  0.09
H: 1.240 -5.188 3.443  0.11
H: -5.515 -1.827 -5.255  0.11
C: -1.085 3.310 2.401  -0.14
C: -11.007 -8.948 -6.625  -0.02
C: -1.017 -1.174 -2.259  0.01
C: 0.605 6.946 3.186  -0.03

Forces on the atoms, in the same order (eV/Å):
H -0.02 0.01 0.02
C 0.03 -0.14 -0.02
C 0.02 -0.20 0.31
C 0.29 0.17 0.03
O 1.51 0.18 -0.54
C 0.00 0.14 0.08
H -0.10 0.21 0.09
H 0.01 0.03 0.00
H 0.00 -0.04 0.00
C -0.70 0.25 -0.73
F 0.04 0.01 0.00
I -0.12 -0.03 -0.49
H 0.35 0.26 0.31
H 0.12 0.18 -0.09
C -0.12 -0.18 -0.10
C -0.08 -0.02 -0.10
C -0.07 0.02 0.08
C -1.41 -0.59 2.66
H 0.07 0.15 -0.06
H 0.03 0.00 0.02
C 0.09 0.24 -0.22
H -0.01 0.01 -0.02
H 0.01 0.04 0.00
O -1.48 0.97 -0.24
C 0.11 -0.01 0.12
H -0.36 -0.09 -2.01
C 0.23 0.15 0.07
C -0.28 0.75 0.44
H 0.09 -0.12 0.16
C -0.25 -0.70 0.18
C 0.62 0.66 -0.18
H 0.02 0.01 -0.03
C -0.16 -0.37 0.23
C -0.02 0.05 -0.14
H 0.10 0.08 0.32
H 0.01 -0.01 -0.05
C -0.03 0.12 0.01
H -0.02 -0.09 -0.09
H 0.00 0.05 -0.04
H -0.16 -0.28 0.47
F 0.02 -0.10 0.03
H 0.00 0.03 -0.02
H -0.16 -0.01 0.09
C 0.01 -0.04 0.09
H 0.00 0.05 -0.01
C -0.26 -0.16 0.02
H -0.01 0.00 0.00
H 0.15 -0.06 -0.41
C 0.01 -0.13 -0.08
H 0.03 0.07 0.28
F 0.07 0.01 -0.02
H 0.11 -0.11 -0.01
H -0.06 -0.09 -0.20
C 0.13 -0.02 0.14
C 0.00 0.14 -0.02
C -0.30 0.57 0.12
N -0.13 0.22 1.24
H -0.76 0.65 0.45
C 0.92 1.34 0.06
H 0.09 -0.31 0.05
H -0.07 0.29 -0.32
C 0.16 -0.24 0.18
C -0.29 -0.40 -0.74
H 1.04 1.63 0.88
H 0.03 0.00 0.00
F 0.19 0.13 0.01
H 0.03 0.00 -0.02
H 0.00 0.04 -0.03
C 1.49 -0.84 0.17
H 0.00 -0.01 0.00
C 0.26 0.18 0.02
C 0.04 0.48 -1.31
O -0.81 -0.30 1.56
C -0.18 0.14 -0.28
C 0.02 -0.20 0.06
H 0.01 -0.01 -0.03
H 0.03 0.00 0.00
F 0.02 0.06 -0.01
H 0.00 0.02 -0.02
N -0.19 0.28 0.60
H 0.20 -0.07 0.20
F 0.05 0.02 0.06
C -0.15 -0.02 -0.11
H -0.81 0.66 -0.06
N 0.61 -0.66 1.21
C -0.29 0.03 0.32
H 0.13 -0.02 -0.17
C -0.02 -0.04 0.04
C 1.09 0.52 1.57
H 0.03 0.00 -0.02
C 0.01 0.00 0.07
C -0.21 0.33 0.17
O 0.35 1.06 -1.92
C -0.16 0.83 0.10
H -0.18 -0.40 0.17
C 0.17 -0.04 0.18
C 0.02 0.14 -0.21
C 0.20 -0.26 -0.13
H 0.14 -0.23 0.02
H 0.01 0.00 -0.01
C 0.02 -0.16 0.02
H 0.01 0.02 -0.02
H -0.01 0.00 -0.02
H 0.02 -0.03 -0.02
H 0.01 0.02 -0.01
Cl -0.04 0.15 -1.12
H -0.19 -0.13 -0.17
H 0.21 -0.08 -0.07
H -0.10 -0.13 -0.30
H 0.01 -0.01 -0.03
H 0.06 0.14 -0.09
C 0.09 0.21 0.27
H 0.13 0.07 -0.03
C -0.25 0.04 -0.49
H -0.04 -0.01 0.00
C 0.10 0.00 -0.04
H 0.30 -0.26 0.00
H 0.00 -0.03 -0.01
H 0.02 0.00 -0.01
F -0.02 0.02 -0.02
H -0.02 0.01 -0.15
H 0.00 -0.03 -0.02
C -0.49 -0.69 0.47
H 0.01 -0.01 -0.01
N 0.55 -1.02 -1.19
H 0.06 0.38 0.26
S -0.40 -0.30 -0.22
H -0.01 0.01 -0.03
H -0.27 -0.33 0.24
H -0.83 -1.55 -0.73
H 0.07 0.08 0.40
C 0.13 -0.24 -0.09
H 0.02 0.01 -0.02
C -0.54 -0.33 -0.64
H 0.02 -0.10 -0.18
C -0.12 0.00 -0.08
C -0.01 -0.12 -0.24
C 0.36 0.05 2.07
C 0.13 -0.09 0.31
C -0.25 -0.39 0.28
P 2.75 -2.17 -1.34
C -0.14 -0.32 0.19
N -0.98 -0.04 0.26
C -0.30 0.10 0.35
H -0.02 0.01 -0.02
H 0.01 0.00 0.01
C -0.03 -0.06 0.04
H 0.04 -0.03 0.11
H 0.20 -0.44 -0.07
H 0.03 0.00 0.01
C -0.57 -0.78 -0.84
H 0.04 0.05 0.11
F 0.06 0.00 -0.06
H 0.01 0.01 -0.01
O -0.24 0.00 -0.17
C -0.13 0.20 -0.24
O -0.61 -0.43 0.34
C -0.15 -0.01 -0.07
H 0.27 0.21 -0.04
H -0.01 0.11 -0.27
C 0.00 0.26 -0.03
C -0.04 -0.01 -0.08
C -0.15 0.13 -0.23
C 0.12 -0.05 0.17
C 0.15 0.00 0.13
H 0.02 -0.33 0.20
H -0.09 0.00 0.11
C -0.04 0.04 0.03
H -0.09 0.00 0.19
C -0.04 0.17 -0.01
H 0.00 0.02 0.01
H 0.02 0.02 -0.01
H 0.01 0.01 0.04
C -0.01 0.64 0.11
C 0.10 0.22 -0.15
C 0.01 0.13 -0.74
C -0.15 0.17 -0.70